[1]
{
  "formula": "C2H3FO2",
  "method": "ωB97M-V with the def2-TZVPD basis set",
  "elements": ["C", "C", "F", "O", "O", "H", "H", "H"],
  "positions_angstrom": [[-0.6735, 0.1836, -0.5246], [0.3572, -0.1407, 0.5422], [0.6322, 0.8389, 1.4607], [1.5405, -0.6494, 0.1353], [0.6235, -1.3930, 0.9544], [-1.4963, 0.8073, -0.1610], [-0.8401, -0.6015, -1.3061], [-0.1436, 0.9547, -1.1009]],
  "atomic_forces_ev_per_a": [[1.041, 1.306, -0.502], [0.362, 1.023, -0.392], [-1.356, -0.335, -0.385], [1.554, -0.022, -1.633], [-1.171, -1.289, 1.425], [-0.355, -1.001, 0.121], [-0.238, 0.360, 1.436], [0.164, -0.041, -0.068]],
  "e_above_lowest_kj_mol": 336.3,
  "spin_multiplicity": 1,
  "gap_ev": 11.7,
  "max_force_ev_per_a": 2.3
}

[2]
{
  "formula": "C2H3FO2",
  "method": "ωB97M-V with the def2-TZVPD basis set",
  "elements": ["C", "C", "O", "O", "F", "H", "H", "H"],
  "positions_angstrom": [[-0.5428, -0.0296, -0.7534], [0.2206, -1.1163, -0.1905], [0.8281, -0.3919, -1.1210], [0.8987, -0.5498, 1.8452], [0.1437, -2.4470, -0.2434], [-1.2419, 0.0327, -1.4513], [-0.4918, 0.8228, -0.1133], [0.2198, -1.0223, 2.1992]],
  "atomic_forces_ev_per_a": [[2.725, 0.751, 3.898], [1.031, 0.056, 1.741], [0.425, -1.221, 0.451], [1.921, 1.103, -5.456], [0.208, 1.669, 0.222], [-2.852, -0.694, -3.229], [-0.303, 0.562, 0.421], [-3.155, -2.227, 1.953]],
  "e_above_lowest_kj_mol": 493.0,
  "spin_multiplicity": 1,
  "gap_ev": [9.7, 9.7],
  "max_force_ev_per_a": 5.9
}

[3]
{
  "formula": "C2H3FO2",
  "method": "ωB97M-V with the def2-TZVPD basis set",
  "elements": ["C", "C", "O", "O", "F", "H", "H", "H"],
  "positions_angstrom": [[1.0465, 0.4069, -0.1564], [0.0200, -0.7653, -0.2301], [1.6400, 0.6606, 0.8788], [-1.6454, 0.5070, -0.0973], [-2.0719, 0.4971, 1.1971], [1.1431, 0.9408, -1.0945], [-0.0675, -1.2261, 0.7230], [-0.0647, -1.0211, -1.2207]],
  "atomic_forces_ev_per_a": [[-1.913, -2.648, 1.282], [4.548, 3.363, 1.295], [-0.180, 0.298, -0.762], [-1.542, 0.777, 1.149], [0.131, 0.114, -0.871], [0.481, 0.520, -0.396], [-0.539, -0.949, 0.129], [-0.986, -1.476, -1.826]],
  "e_above_lowest_kj_mol": 281.3,
  "spin_multiplicity": 3,
  "gap_ev": [9.0, 6.4],
  "max_force_ev_per_a": 5.8
}

[4]
{
  "formula": "C2H3FOS",
  "method": "ωB97M-V with the def2-TZVPD basis set",
  "elements": ["O", "C", "S", "C", "F", "H", "H", "H"],
  "positions_angstrom": [[0.2244, -1.3249, 0.5394], [-0.0706, -0.0916, 0.2382], [-1.1681, 0.7733, 1.0633], [0.5309, 0.4597, -0.9858], [1.3755, -0.4889, -1.6040], [0.9334, -1.6194, -0.0626], [1.1082, 1.3334, -0.6808], [-0.2898, 0.7045, -1.6645]],
  "atomic_forces_ev_per_a": [[0.790, -0.847, 0.111], [-1.527, 0.213, 0.744], [0.165, 0.090, 0.062], [0.483, 0.157, -0.609], [-0.227, 0.425, 0.252], [-0.152, -0.176, 0.031], [0.085, 0.022, -0.491], [0.384, 0.117, -0.101]],
  "e_above_lowest_kj_mol": 57.3,
  "spin_multiplicity": 1,
  "gap_ev": 9.4,
  "max_force_ev_per_a": 1.7
}

[5]
{
  "formula": "C2H3FS",
  "method": "ωB97M-V with the def2-TZVPD basis set",
  "elements": ["C", "C", "F", "S", "H", "H", "H"],
  "positions_angstrom": [[-2.4663, -0.0522, -0.7446], [1.4461, 0.0617, 0.0393], [-3.0698, 0.0241, 0.3748], [-0.7246, 0.0642, 0.0995], [1.9660, 0.3198, -0.7694], [1.3013, -0.9538, 0.0496], [1.5473, 0.5363, 0.9507]],
  "atomic_forces_ev_per_a": [[2.555, 0.196, -0.390], [-4.740, -0.935, 0.441], [-1.207, -0.079, 0.562], [0.671, 0.555, 0.384], [1.729, 1.740, -3.170], [0.623, -2.451, 0.623], [0.368, 0.975, 1.550]],
  "e_above_lowest_kj_mol": 458.3,
  "spin_multiplicity": 1,
  "gap_ev": 8.8,
  "max_force_ev_per_a": 4.9
}

[6]
{
  "formula": "C2H3FS2",
  "method": "ωB97M-V with the def2-TZVPD basis set",
  "elements": ["C", "C", "S", "H", "H", "F", "S", "H"],
  "positions_angstrom": [[-0.7692, 0.5253, -0.1774], [-0.9928, 1.7907, -0.1704], [-1.5975, 3.2172, 0.0954], [-0.0069, 0.1427, 0.4596], [-1.3325, -0.1698, -0.5964], [3.6981, 1.6861, 0.1228], [2.3717, 0.6609, -0.0041], [1.4452, 1.6098, -0.0209]],
  "atomic_forces_ev_per_a": [[2.586, 1.644, 1.635], [-1.879, 1.613, 0.710], [0.862, -0.527, -0.514], [0.627, -0.240, 0.501], [-2.591, -2.706, -2.251], [-1.159, -0.891, -0.064], [1.443, 0.639, 0.033], [0.111, 0.467, -0.049]],
  "e_above_lowest_kj_mol": 226.0,
  "spin_multiplicity": 1,
  "gap_ev": 8.4,
  "max_force_ev_per_a": 4.4
}

[7]
{
  "formula": "C2H3I2N",
  "method": "ωB97M-V with the def2-TZVPD basis set",
  "elements": ["C", "C", "N", "I", "I", "H", "H", "H"],
  "positions_angstrom": [[0.8431, 0.9762, 0.9501], [-0.5694, -1.4199, -0.8225], [0.0510, 1.8910, 0.9904], [2.8958, 0.7173, 0.1280], [-1.4796, -2.4915, 0.7423], [-0.6085, -2.0726, -1.6531], [-1.0022, -0.3967, -0.8948], [-0.1301, 2.7961, 0.5597]],
  "atomic_forces_ev_per_a": [[-1.775, 1.902, 0.380], [-1.700, 0.633, 1.264], [1.253, -1.519, -0.450], [0.275, -0.026, -0.185], [0.457, 0.426, -0.214], [0.489, -0.209, -1.026], [0.756, -0.844, -0.030], [0.245, -0.362, 0.261]],
  "e_above_lowest_kj_mol": 358.5,
  "spin_multiplicity": 1,
  "gap_ev": [7.3, 7.5],
  "max_force_ev_per_a": 2.6
}

[8]
{
  "formula": "C2H3I2NO",
  "method": "ωB97M-V with the def2-TZVPD basis set",
  "elements": ["C", "C", "N", "O", "I", "I", "H", "H", "H"],
  "positions_angstrom": [[-0.1943, -0.7119, -0.0147], [0.1031, 0.4566, -0.8863], [-0.0485, -0.5501, 1.2745], [-0.4370, -1.7608, -0.5192], [-1.5817, 1.6951, -1.3737], [1.7579, 1.6304, -0.0006], [0.5372, 0.0587, -1.8799], [0.1048, 0.5400, 1.5527], [-0.2416, -1.3581, 1.8473]],
  "atomic_forces_ev_per_a": [[0.431, 0.387, -0.396], [1.589, 0.896, -2.205], [0.328, 4.162, 2.248], [-0.787, -2.246, -1.436], [0.321, -0.375, 0.209], [-0.400, -0.012, -0.653], [-0.895, 0.741, 1.748], [-0.550, -4.062, 0.066], [-0.037, 0.509, 0.419]],
  "e_above_lowest_kj_mol": 31.5,
  "spin_multiplicity": 1,
  "gap_ev": 9.2,
  "max_force_ev_per_a": 4.7
}

[9]
{
  "formula": "C2H3I2NS",
  "method": "ωB97M-V with the def2-TZVPD basis set",
  "elements": ["C", "C", "N", "S", "I", "I", "H", "H", "H"],
  "positions_angstrom": [[-0.1616, -1.1726, -0.6884], [0.4061, 1.0103, 0.4673], [-0.4295, -0.1406, 0.3142], [-1.3288, -2.0279, -1.4258], [1.9064, -1.6248, -1.0159], [-2.3503, 0.0155, 0.8955], [0.6126, 1.2745, 1.5506], [1.3601, 0.8092, -0.1778], [-0.0152, 1.8565, 0.0805]],
  "atomic_forces_ev_per_a": [[-1.053, 1.701, 1.688], [3.233, -1.388, 0.861], [0.570, -2.906, -2.310], [0.698, 0.115, 0.208], [-0.455, 0.165, 0.092], [-0.226, 0.306, 0.234], [0.124, -0.756, -1.154], [-1.490, 0.541, 1.687], [-1.401, 2.222, -1.305]],
  "e_above_lowest_kj_mol": 56.4,
  "spin_multiplicity": 1,
  "gap_ev": 8.0,
  "max_force_ev_per_a": 3.8
}

[10]
{
  "formula": "C2H3I3O2",
  "method": "ωB97M-V with the def2-TZVPD basis set",
  "elements": ["C", "C", "O", "O", "I", "I", "I", "H", "H", "H"],
  "positions_angstrom": [[-0.6255, -1.5426, -0.8069], [-0.5414, -0.2250, -0.0546], [0.6578, 0.3360, -0.3256], [-0.7499, -0.2676, 1.2891], [1.3638, -2.6670, -0.3413], [-2.1701, -2.6751, 0.0059], [-2.1674, 1.0353, -0.7353], [-0.7884, -1.6341, -1.9276], [0.8075, 1.1368, 0.2705], [0.0957, -0.7091, 1.6264]],
  "atomic_forces_ev_per_a": [[0.816, -1.605, -0.505], [-0.188, 0.725, -0.895], [1.345, 1.991, 0.426], [1.612, -1.289, 1.351], [-1.219, 0.638, -0.426], [-0.701, -0.685, 0.126], [-0.386, 0.260, -0.369], [0.698, 0.871, 1.592], [-0.500, -1.455, -1.162], [-1.477, 0.550, -0.138]],
  "e_above_lowest_kj_mol": 30.7,
  "spin_multiplicity": 1,
  "gap_ev": 8.3,
  "max_force_ev_per_a": 2.5
}

[11]
{
  "formula": "C2H3I3O2",
  "method": "ωB97M-V with the def2-TZVPD basis set",
  "elements": ["C", "C", "O", "O", "I", "I", "I", "H", "H", "H"],
  "positions_angstrom": [[1.1995, 0.4684, 0.3713], [0.0038, 0.0464, -0.1104], [-1.0821, 0.6860, 0.4160], [-0.1844, -0.8812, -1.0947], [2.0719, -3.1636, 0.0329], [3.1728, -0.3509, 0.0962], [6.1989, 1.0173, -0.0762], [1.0749, 1.3684, 0.9346], [-1.7687, 0.1740, -0.0287], [0.4982, -1.6855, -1.1525]],
  "atomic_forces_ev_per_a": [[0.085, -0.043, -0.317], [2.383, -0.463, -0.709], [0.652, -1.740, -1.708], [0.248, -0.672, 0.984], [0.208, 0.511, 0.037], [-0.801, -0.115, -0.095], [-1.163, -0.196, 0.037], [0.799, 0.115, 0.795], [-1.019, 0.339, 0.205], [-1.392, 2.264, 0.773]],
  "e_above_lowest_kj_mol": 213.8,
  "spin_multiplicity": 1,
  "gap_ev": 4.9,
  "max_force_ev_per_a": 2.8
}

[12]
{
  "formula": "C2H3I3S",
  "method": "ωB97M-V with the def2-TZVPD basis set",
  "elements": ["C", "C", "S", "I", "I", "I", "H", "H", "H"],
  "positions_angstrom": [[-0.5371, -0.1213, -0.3382], [0.9556, -0.0571, 0.0613], [-1.5248, 1.3076, 0.1901], [1.9745, -1.8023, -0.8100], [1.1494, -0.3476, 2.2251], [1.6782, 1.7055, -0.7160], [-0.9122, -1.0713, -0.1755], [-0.5771, -0.0268, -1.4400], [-2.2065, 0.4133, 1.0032]],
  "atomic_forces_ev_per_a": [[1.551, 1.965, -2.151], [-2.021, 0.750, -0.623], [-0.852, -1.727, 1.325], [0.718, -1.419, 0.036], [0.319, -0.533, 0.781], [0.998, 1.575, -0.436], [-1.178, -1.705, 1.043], [0.364, -0.159, 0.375], [0.100, 1.254, -0.351]],
  "e_above_lowest_kj_mol": 0.0,
  "spin_multiplicity": 3,
  "gap_ev": [6.1, 5.0],
  "max_force_ev_per_a": 3.3
}

[13]
{
  "formula": "C2H3I3Si",
  "method": "ωB97M-V with the def2-TZVPD basis set",
  "elements": ["C", "C", "Si", "I", "I", "I", "H", "H", "H"],
  "positions_angstrom": [[0.1005, -0.0566, 0.4229], [0.9155, 0.1778, -0.5592], [3.6444, 0.1016, 0.1081], [4.1669, -1.4785, 1.9290], [4.7200, -0.5938, -2.0180], [4.4116, 2.3812, 0.7180], [-0.9790, -0.0560, 0.2886], [0.4227, -0.2483, 1.4319], [0.7700, 0.3862, -1.5942]],
  "atomic_forces_ev_per_a": [[-0.424, -0.024, 0.358], [3.017, -0.164, 1.045], [-2.253, 0.240, -0.930], [-0.196, 0.367, -0.419], [-0.171, 0.139, 0.559], [-0.191, -0.609, -0.124], [-0.043, 0.019, -0.196], [0.182, -0.075, 0.215], [0.079, 0.106, -0.506]],
  "e_above_lowest_kj_mol": 229.7,
  "spin_multiplicity": 1,
  "gap_ev": [7.2, 7.2],
  "max_force_ev_per_a": 3.2
}

[14]
{
  "formula": "C2H3I3Si",
  "method": "ωB97M-V with the def2-TZVPD basis set",
  "elements": ["C", "C", "Si", "I", "I", "I", "H", "H", "H"],
  "positions_angstrom": [[1.8193, -0.3324, -0.6100], [1.1015, -0.1401, 0.4533], [-1.5300, 0.1422, 0.2251], [-2.3945, 1.2319, -1.8291], [-2.7505, -1.9991, 0.7278], [-1.9786, 1.6338, 2.1264], [2.9137, -0.1999, -0.7003], [1.3691, -0.7178, -1.6171], [1.4498, 0.3814, 1.2239]],
  "atomic_forces_ev_per_a": [[-0.183, -1.425, -3.485], [-4.050, -0.590, -3.343], [2.183, -0.621, 0.699], [0.408, -0.457, 0.537], [0.506, 0.771, -0.369], [0.063, -0.131, -0.280], [-0.567, 0.016, 0.522], [0.735, 0.688, 1.952], [0.906, 1.749, 3.767]],
  "e_above_lowest_kj_mol": 236.6,
  "spin_multiplicity": 1,
  "gap_ev": 7.6,
  "max_force_ev_per_a": 5.3
}

[15]
{
  "formula": "C2H3IN",
  "method": "ωB97M-V with the def2-TZVPD basis set",
  "elements": ["C", "C", "N", "I", "H", "H", "H"],
  "positions_angstrom": [[0.2512, -0.0445, 0.5195], [1.4727, 0.5027, -0.1966], [-1.0836, -0.2153, -0.0015], [3.3835, 0.6702, 0.1518], [-0.9028, -0.7638, -0.8697], [-1.5325, 0.6092, -0.3004], [-1.5884, -0.7584, 0.6970]],
  "atomic_forces_ev_per_a": [[6.025, 1.612, 0.234], [-5.455, -1.595, 0.933], [1.873, -1.550, -1.431], [-0.128, -0.117, 0.419], [-0.750, -0.104, 0.321], [-1.112, 1.673, -0.280], [-0.453, 0.081, -0.194]],
  "e_above_lowest_kj_mol": 126.1,
  "spin_multiplicity": 3,
  "gap_ev": [7.9, 6.6],
  "max_force_ev_per_a": 6.2,
  "total_charge": 1
}

[16]
{
  "formula": "C2H3IN2",
  "method": "ωB97M-V with the def2-TZVPD basis set",
  "elements": ["H", "N", "N", "C", "C", "I", "H", "H"],
  "positions_angstrom": [[0.7653, 2.6205, 0.7246], [0.8435, 1.9519, -0.0440], [-0.0340, 1.0432, 0.0108], [-0.6358, -0.0632, -0.0960], [0.3142, -1.4535, -0.3529], [-2.7477, -0.3471, 0.1548], [0.0201, -2.4313, -0.0144], [1.4744, -1.3206, -0.3829]],
  "atomic_forces_ev_per_a": [[-0.326, -0.242, 0.287], [-0.439, -1.221, -0.972], [-0.830, 0.167, 0.984], [3.980, -2.847, -0.897], [0.046, 3.723, 0.663], [0.618, 0.182, -0.132], [-0.642, -0.013, 0.142], [-2.407, 0.251, -0.074]],
  "e_above_lowest_kj_mol": 372.8,
  "spin_multiplicity": 1,
  "gap_ev": [7.3, 8.0],
  "max_force_ev_per_a": 5.0
}

[17]
{
  "formula": "C2H3IN2O",
  "method": "ωB97M-V with the def2-TZVPD basis set",
  "elements": ["C", "C", "N", "N", "O", "I", "H", "H", "H"],
  "positions_angstrom": [[0.6365, -0.5465, -0.8081], [0.5686, 0.4940, 0.2967], [-0.1884, -1.4554, -0.8722], [-1.3474, -0.6213, 0.9455], [-0.1986, -0.0301, 1.3538], [-2.4635, 0.5475, -0.2936], [1.5033, -0.4063, -1.5368], [1.4925, 0.7149, 0.8871], [-0.0030, 1.3032, 0.0275]],
  "atomic_forces_ev_per_a": [[1.617, 0.404, -0.491], [1.467, -1.451, 2.677], [-0.267, -0.287, 0.142], [1.322, -0.511, 0.119], [-1.142, -1.236, 0.176], [-1.145, 0.676, -0.406], [-1.142, -0.328, 0.674], [-0.269, 0.173, -1.406], [-0.442, 2.559, -1.485]],
  "e_above_lowest_kj_mol": 534.7,
  "spin_multiplicity": 1,
  "gap_ev": [8.3, 8.7],
  "max_force_ev_per_a": 3.4
}

[18]
{
  "formula": "C2H3IN2O",
  "method": "ωB97M-V with the def2-TZVPD basis set",
  "elements": ["I", "N", "N", "C", "C", "O", "H", "H", "H"],
  "positions_angstrom": [[2.9328, -0.5458, -0.4007], [1.3302, 0.4095, 0.5533], [0.4799, 1.1653, -0.6781], [-0.6146, 0.5966, -0.7102], [-0.8043, -0.4585, 0.3328], [0.4570, -0.5220, 1.0329], [-1.3767, 0.8565, -1.2891], [-1.3965, -0.0066, 1.0180], [-1.0079, -1.4950, 0.1411]],
  "atomic_forces_ev_per_a": [[0.219, -0.167, -0.325], [-1.313, 2.106, -2.030], [2.994, -0.122, 1.509], [2.235, -2.670, 2.705], [2.754, -0.866, -0.388], [-0.291, -0.180, -0.163], [-2.986, 1.315, -2.706], [-2.748, 0.786, 2.177], [-0.864, -0.204, -0.779]],
  "e_above_lowest_kj_mol": 419.9,
  "spin_multiplicity": 1,
  "gap_ev": 8.8,
  "max_force_ev_per_a": 4.4
}

[19]
{
  "formula": "C2H3IN2O2",
  "method": "ωB97M-V with the def2-TZVPD basis set",
  "elements": ["H", "N", "C", "N", "I", "H", "H", "O", "C", "O"],
  "positions_angstrom": [[-0.5470, 1.4214, -2.1715], [-0.7494, 1.0517, -1.2146], [0.0778, 1.3323, -0.2813], [0.0957, 0.7717, 0.8932], [1.3916, 3.1505, -0.0789], [-0.6592, 0.1814, 1.0727], [0.9055, 0.5931, 1.3946], [0.2745, -3.4929, -0.6697], [-0.2131, -2.8386, 0.1163], [-0.5765, -2.1706, 0.9393]],
  "atomic_forces_ev_per_a": [[-0.435, 0.181, 1.532], [1.887, 0.335, -0.174], [-0.687, 1.641, -3.241], [-0.939, -0.197, 1.356], [-0.201, -0.720, -0.640], [-1.165, -1.380, 0.246], [1.569, 0.202, 0.931], [0.849, -1.915, -2.355], [1.262, -0.950, -1.181], [-2.141, 2.802, 3.527]],
  "e_above_lowest_kj_mol": 0.0,
  "spin_multiplicity": 1,
  "gap_ev": 9.5,
  "max_force_ev_per_a": 5.0
}

[20]
{
  "formula": "C2H3INO2S",
  "method": "ωB97M-V with the def2-TZVPD basis set",
  "elements": ["C", "C", "N", "O", "O", "S", "I", "H", "H", "H"],
  "positions_angstrom": [[0.1085, 0.7121, -0.9087], [1.3540, 0.5923, -0.0386], [-0.4146, -1.0339, -1.2331], [-2.4238, -1.6289, 0.2710], [-0.4572, -0.9214, 1.3978], [-1.1107, -0.9709, 0.0990], [-1.7591, 1.5186, 0.0899], [1.2881, -0.2817, 0.4812], [1.2906, 1.4965, 0.5890], [2.1242, 0.5174, -0.7476]],
  "atomic_forces_ev_per_a": [[0.262, -1.834, -1.960], [-2.560, 2.446, -0.442], [0.392, 2.327, 1.009], [1.170, 0.819, -0.897], [0.423, -0.049, 0.000], [-1.912, -3.321, 0.972], [-0.491, 1.517, 0.343], [0.385, -1.922, 1.965], [0.944, -0.398, -0.079], [1.386, 0.415, -0.910]],
  "e_above_lowest_kj_mol": 540.3,
  "spin_multiplicity": 1,
  "gap_ev": [6.7, 6.7],
  "max_force_ev_per_a": 4.0,
  "total_charge": -1
}